(1)
Molecular formula: CH19O11V
Method: DFT, ωB97M-V/def2-TZVPD

```
32
Properties=species:S:1:pos:R:3
O -1.7630 2.4886 -0.3449
V -1.5174 1.8505 1.0440
O -2.5957 0.6921 1.1743
C -0.2142 -0.1188 0.5366
O -0.1610 1.2603 0.3931
H 0.6923 -0.7210 0.5986
H -0.8400 -0.4195 1.3769
H -0.7123 -0.5247 -0.3438
O 2.5162 -1.4581 1.2945
H 1.7438 -1.2842 1.8324
H 2.4676 -2.3941 1.1002
O 2.3000 0.0938 -0.5128
H 1.8732 0.9097 -0.2513
H 2.4763 -0.3597 0.3115
O -2.1003 -1.4165 2.2963
H -2.3735 -0.8353 3.0060
H -1.1478 -1.3269 2.2660
O -0.3158 1.4362 -1.6058
H 0.2311 2.1969 -1.8019
H -0.1583 1.2601 -0.6782
O -1.3702 -2.0659 -0.9610
H -1.2159 -1.4127 -1.6435
H -1.9509 -1.6293 -0.3378
O -1.0467 -0.4532 -2.2314
H -0.5717 0.3778 -2.2206
H -1.8865 -0.2443 -2.6404
O 1.7606 1.5049 1.5506
H 1.0297 1.1002 1.0834
H 1.5486 2.4382 1.5654
O 1.2919 -0.4841 -2.2477
H 0.3680 -0.5799 -2.0165
H 1.6420 0.1191 -1.5921
```

The value obtained for the gap between HOMO and LUMO is 5.61 eV. The energy comes out at -1820.614204 hartree. The value obtained for the highest occupied orbital energy is -0.3067 hartree. Its energy relative to the best compared isomer or geometry (same formula, charge and spin) is 14.0853 eV.

Löwdin population analysis, charges in e, atoms 1 to 6: O -0.210; V 1.084; O -0.297; C -0.126; O -0.336; H 0.108

(2)
Molecular formula: CH30N2O14
Method: DFT, ωB97M-V/def2-TZVPD

```
47
Properties=species:S:1:pos:R:3
N 1.0951 -2.1976 1.2951
C 1.0914 -1.6492 0.0912
N -0.2264 -1.4361 -0.4052
O 2.0702 -1.3007 -0.5504
H 0.2549 -2.2992 1.8342
H 1.9667 -2.3628 1.7832
H -0.0600 -1.1610 -1.3660
H -0.7439 -0.6943 0.0526
H -0.9020 1.3272 -4.6194
H -1.3870 0.6585 -3.3326
O -0.6543 1.2569 -3.6703
H 3.2073 2.6399 0.3192
H 2.0583 1.8587 -0.3114
O 2.4496 2.1220 0.5062
H -3.2737 -0.6003 -2.3517
H -2.3678 0.0882 -1.2324
O -2.3988 -0.3622 -2.1348
H 0.3298 1.2839 3.8339
H 0.2909 0.9000 5.3110
O -0.3047 1.1790 4.6143
H -1.7984 -2.0580 -2.2455
H -1.8192 -3.3788 -3.1067
O -1.7040 -3.0148 -2.2171
H -2.3646 0.5823 1.0359
H -1.8535 1.7939 0.1339
O -2.4589 1.0471 0.1941
H 3.7660 -1.6216 0.2952
H 4.1208 -3.0858 0.1743
O 4.1587 -2.3541 0.8076
H 1.7869 0.2447 -1.9464
H 0.8343 1.1998 -2.8306
O 1.5111 1.1922 -2.1483
H -0.2472 4.9427 0.2456
H -0.9885 4.5298 -1.0046
O -0.7697 5.3051 -0.4417
H -1.9819 -4.6084 0.4736
H -1.4981 -3.1541 0.2360
O -1.8381 -3.7300 0.9188
H -0.4659 2.4992 -1.9179
H 0.6103 2.3227 -0.9533
O -0.2566 2.7909 -1.0156
H -0.7262 -0.2698 2.7754
H -2.2074 -0.5731 3.0111
O -1.5408 -0.4936 2.2946
H 2.2422 0.1221 3.1162
H 1.5976 0.4397 1.7798
O 1.3956 0.0785 2.6689
```

The value obtained for the gap between HOMO and LUMO is 10.10 eV. The energy comes out at -1219.031195 hartree. The value obtained for the highest occupied orbital energy is -0.3712 hartree.

Löwdin population analysis, charges in e, atoms 1 to 6: N 0.193; C -0.618; N 0.143; O 0.009; H 0.093; H 0.105

(3)
Molecular formula: C5H34O12
Method: DFT, ωB97M-V/def2-TZVPD

```
51
Properties=species:S:1:pos:R:3
C 0.9105 -1.5532 1.4773
O 2.0203 -0.9722 2.0402
C -0.2933 -1.9463 2.4279
C -0.9917 -0.7690 3.0009
C -2.2868 -1.1073 3.7581
C -1.2305 0.4403 2.0160
H 1.3213 -2.4854 1.0352
H 0.4992 -0.8797 0.6721
H 1.7466 -0.2071 2.5771
H -0.0969 -2.8067 3.0851
H -0.9050 -2.5338 1.7066
H -0.2517 -0.3635 3.7086
H -2.0847 -2.0109 4.3437
H -2.4734 -0.2450 4.4076
H -3.0875 -1.4851 3.0949
H -1.8077 1.2210 2.5199
H -1.8157 0.1596 1.1326
H -0.2861 0.9919 1.8702
H 1.9224 2.1448 -3.6070
H 2.2980 1.9757 -2.0616
O 1.6081 1.8543 -2.7444
H -2.1779 3.2002 -2.3630
H -1.7109 1.7283 -2.4957
O -2.3157 2.3136 -1.9944
H -0.2945 -1.7566 -1.8982
H -0.8622 -3.2184 -1.8049
O -0.8486 -2.3582 -1.3776
H 0.9328 2.5155 0.6275
H -0.2981 3.3703 0.9521
O 0.5240 3.0343 1.3587
H 3.7878 -0.2861 0.9751
H 4.2100 -1.4389 0.3104
O 4.3373 -0.4827 0.1986
H 1.9674 -1.1834 -3.4866
H 1.1863 -2.5759 -3.5111
O 1.1152 -1.6277 -3.3968
H 1.7258 3.8118 -0.8552
H 3.0667 3.3975 -0.2342
O 2.2473 3.0458 -0.6076
H 0.0329 0.9552 -2.0332
H -0.0207 -0.1693 -3.0202
O -0.6159 0.3446 -2.4273
H -2.6063 -1.2959 -1.4258
H -3.0678 -1.8832 -0.0444
O -3.3754 -1.5035 -0.8821
H -4.2578 0.2268 -0.2600
H -3.2834 1.3926 -0.9328
O -3.9937 1.1574 -0.3381
H 3.9128 -0.1551 -1.3228
H 2.6030 0.3090 -2.0667
O 3.3644 -0.2902 -2.1046
```

As for the total charge: +1. The value obtained for the gap between HOMO and LUMO (spin up / spin down) is 10.03 / 2.97 eV. The energy comes out at -1113.373321 hartree. The spin multiplicity is 2. The value obtained for the highest occupied orbital energy (spin up / spin down) is -0.4703 / -0.4691 hartree.

Löwdin population analysis, charges in e, atoms 1 to 6: C -0.277; O -0.068; C -0.164; C -0.432; C -0.064; C -0.060

(4)
Molecular formula: C19H37CaFKLiMgNNaO13P2
Method: DFT, ωB97M-V/def2-TZVPD

```
78
Properties=species:S:1:pos:R:3
C 0.5762 3.9454 3.1855
C 0.2948 4.5965 1.7841
C -0.4281 3.6084 0.8163
C -0.8798 4.2348 -0.4806
C -1.6098 3.2537 -1.4226
C -1.1362 1.7850 -1.3475
C -2.0105 0.9732 -0.3888
P -1.2179 -0.6974 0.1906
O 0.1794 0.2030 0.9488
C -0.3623 -2.3206 0.7242
C 0.7491 -2.4883 -0.2580
F 1.7693 -3.3039 0.2666
C -2.2798 -0.6575 1.8403
C -3.6638 -0.4536 1.6320
C -4.4723 -0.3965 2.7662
C -3.8542 -0.5764 3.9985
C -2.4987 -0.7728 4.1014
N -1.6881 -0.7964 3.0224
H -0.1279 3.1376 3.4289
H 1.5533 3.4852 3.1525
H 0.5381 4.6686 3.9916
H -0.2823 5.5065 1.9274
H 1.2521 4.7971 1.3237
H 0.2786 2.7984 0.6757
H -1.2552 3.1674 1.3722
H -0.0201 4.6582 -0.9896
H -1.5842 5.0263 -0.2353
H -2.6556 3.2499 -1.1211
H -1.5938 3.6171 -2.4430
H -0.0860 1.7141 -1.0837
H -1.2555 1.3541 -2.3355
H -2.2898 1.5807 0.4732
H -2.9071 0.7024 -0.9381
H -0.5103 -0.7294 -1.0770
H -2.3364 -1.4257 -0.4013
H -0.1778 0.9133 1.4817
H 0.1095 -2.2662 1.6997
H -1.0328 -3.1759 0.6534
H 1.1754 -1.4997 -0.3574
H 0.4536 -2.8517 -1.2327
H -4.0634 -0.3261 0.6414
H -5.5323 -0.2112 2.6966
H -4.4444 -0.5382 4.9004
H -2.0690 -0.9084 5.0810
O -0.1861 -4.1943 -3.1803
H -0.3013 -4.9725 -3.7706
H 0.6691 -4.3667 -2.7551
C 5.1540 -1.3642 -5.8166
C 6.0485 -0.5833 -4.8801
O 5.3379 -0.1649 -3.6940
C 5.1843 -1.0910 -2.7695
O 5.5790 -2.2217 -2.7876
O 4.4769 -0.5490 -1.7523
C 4.1829 -1.4738 -0.7144
H 4.2537 -0.7945 -6.0475
H 5.6800 -1.5829 -6.7445
H 4.8420 -2.3062 -5.3676
H 6.3836 0.3361 -5.3539
H 6.9333 -1.1526 -4.6003
H 5.0727 -1.9713 -0.3391
H 3.4558 -2.2112 -1.0493
H 3.7558 -0.8907 0.0943
Mg -2.0641 -5.2221 -4.4258
C -3.3860 -5.5298 -0.3831
O -2.7417 -6.5824 0.0361
O -4.3598 -5.5559 -1.1490
O -3.0812 -4.2888 0.0744
Li -3.4185 -2.6538 1.4016
O -0.8714 5.4576 6.2347
P 0.4904 5.5103 6.9095
O 0.9306 6.9492 7.1480
O 1.5443 4.8558 6.0224
O 0.4142 4.7850 8.2477
K -2.2258 3.6504 3.0768
Ca -3.5774 -5.8988 1.8374
Na 2.2850 -0.0520 0.3749
O -2.4568 -5.6101 -8.5543
H -2.6079 -4.8410 -7.9873
```

The value obtained for the gap between HOMO and LUMO is 1.37 eV. The energy comes out at -4208.715651 hartree. The value obtained for the highest occupied orbital energy is -0.1752 hartree.

Löwdin population analysis, charges in e, atoms 1 to 6: C -0.125; C -0.223; C -0.288; C -0.179; C -0.182; C -0.248

(5)
Molecular formula: CH2BF3
Method: DFT, ωB97M-V/def2-TZVPD

```
7
Properties=species:S:1:pos:R:3
B 1.6359 0.5816 -0.2783
C -1.9970 -1.2342 0.4108
F -1.8979 -0.2638 1.2541
F -2.2838 -0.7678 -0.7138
F 1.0222 -0.5368 -0.1800
H 1.7409 1.0712 -1.2514
H 1.7797 1.1498 0.7586
```

The value obtained for the gap between HOMO and LUMO is 11.22 eV. The energy comes out at -363.677683 hartree. The value obtained for the highest occupied orbital energy is -0.3948 hartree. Its energy relative to the best compared isomer or geometry (same formula, charge and spin) is 2.4611 eV.

Löwdin population analysis, charges in e, atoms 1 to 6: B -0.174; C -0.182; F 0.075; F 0.121; F 0.127; H -0.001

(6)
Molecular formula: C3H2O4Sr
Method: DFT, ωB97M-V/def2-TZVPD

```
10
Properties=species:S:1:pos:R:3
H -0.0963 2.5916 1.5929
C 1.5411 2.9459 1.1961
C 0.6708 1.7543 1.1412
O 0.4410 1.4037 -0.1541
C -0.0312 0.1393 -0.3745
O -0.5187 -0.5257 0.5655
O 0.1634 -0.3355 -1.5096
O 2.4707 3.5068 1.4977
Sr -0.9692 -2.4822 -1.0111
H 1.0822 0.9599 1.7887
```

As for the total charge: +2. The value obtained for the gap between HOMO and LUMO is 9.23 eV. The energy comes out at -446.555698 hartree. The value obtained for the highest occupied orbital energy is -0.6784 hartree. Its energy relative to the best compared isomer or geometry (same formula, charge and spin) is 0.0000 eV.

Löwdin population analysis, charges in e, atoms 1 to 6: H 0.239; C 0.135; C -0.069; O 0.079; C -0.756; O -0.098

(7)
Molecular formula: C22H29N5O5
Method: DFT, ωB97M-V/def2-TZVPD

```
61
Properties=species:S:1:pos:R:3
O 4.6116 -1.1046 4.1210
O 6.4955 1.1343 0.8167
O -4.6904 2.1014 -2.3468
O -2.4617 5.3194 -1.4376
O 3.9680 -3.2849 -3.3125
C 4.9119 -1.0794 2.9391
C 5.9290 0.1347 1.2045
C -4.9699 1.8566 -1.1824
C -3.4685 4.7166 -1.0848
C -1.8990 1.4682 1.7710
C 4.5791 -2.1725 2.0098
C 4.9783 -2.0361 0.6837
C -1.7428 1.4937 0.4264
C -0.2992 -1.7532 -1.1504
C -0.1941 -2.4903 0.0431
C -0.7982 -0.4349 -1.1371
C -0.5812 -1.9078 1.2609
C -1.2001 0.1813 0.0688
C -1.0733 -0.5949 1.2604
N 5.6139 0.0066 2.5163
N 5.6547 -0.8714 0.3184
N -1.5201 0.2354 2.2636
N -4.6445 5.2476 -1.4484
N -4.4380 2.4906 -0.1364
C -5.9857 0.7860 -0.8592
C 3.8124 -3.3661 2.5447
C -6.0103 4.8976 -1.0598
C 3.1655 -3.7942 -2.2451
C 4.7486 -3.0709 -0.3945
C 3.3484 -2.9189 -1.0053
C -2.0192 2.6733 -0.4669
C -3.3218 3.4520 -0.1913
H 3.8175 -3.7874 -4.1323
H -2.2472 2.3003 2.3694
H -0.0016 -2.2024 -2.0876
H 0.1782 -3.5048 0.0226
H -0.8814 0.1200 -2.0604
H -0.5073 -2.4619 2.1840
H 5.7283 0.7959 3.1330
H 5.8560 -0.6735 -0.6561
H -1.5286 -0.0019 3.2448
H -4.5383 6.0402 -2.0629
H -4.7280 2.1783 0.7735
H -6.7886 1.2097 -0.2603
H -5.4943 -0.0166 -0.3125
H -6.3921 0.3931 -1.7899
H 2.8585 -3.0326 2.9656
H 4.3894 -3.8507 3.3388
H 3.5968 -4.1125 1.7784
H -6.6564 5.7690 -1.1764
H -6.0466 4.5772 -0.0186
H -6.3848 4.1026 -1.7074
H 3.4399 -4.8307 -2.0228
H 2.1126 -3.7811 -2.5450
H 5.5076 -2.9457 -1.1734
H 4.8758 -4.0805 0.0055
H 2.6002 -3.1944 -0.2578
H 3.1708 -1.8739 -1.2803
H -2.0372 2.3285 -1.5016
H -1.1754 3.3579 -0.3707
H -3.2226 3.8629 0.8107
```

The value obtained for the gap between HOMO and LUMO is 8.51 eV. The energy comes out at -1505.790955 hartree. The value obtained for the highest occupied orbital energy is -0.2974 hartree. Its energy relative to the best compared isomer or geometry (same formula, charge and spin) is 0.0000 eV. Its SMILES is CNC(=O)[C@H](Cc1c[nH]c2ccccc12)NC(C)=O.Cc1c(CCCO)[nH]c(=O)[nH]c1=O.

Löwdin population analysis, charges in e, atoms 1 to 6: O 0.061; O 0.066; O 0.057; O 0.046; O -0.076; C -0.432

(8)
Molecular formula: C24H39Cl10F10N2O3S
Method: DFT, ωB97M-V/def2-TZVPD

```
89
Properties=species:S:1:pos:R:3
O 4.6246 -1.7617 1.1193
C 4.5213 -0.4349 0.9010
O 5.2408 0.1693 -0.2490
C 3.6504 0.4834 1.9474
C 2.0794 0.0361 2.0972
C 1.0887 0.5639 0.9032
N 0.6587 -0.4926 -0.0911
C 0.6166 -2.0076 0.0777
C 0.0075 -2.5529 -1.3429
C -0.2094 -4.1840 -1.4803
C -1.8270 -4.4386 -1.1388
C -2.1251 -5.8974 -0.4530
F -3.3743 -5.7680 0.3864
N -0.2573 -1.4158 -2.3030
C -0.7847 -1.6183 -3.7040
C 0.1064 -2.7173 -4.5944
C 0.7555 -1.9986 -5.9508
O 1.9368 -1.2366 -5.4761
C 0.1200 -0.1898 -1.5054
C -0.0725 1.3222 -2.1860
C -1.6225 1.6231 -2.6606
C -2.5557 2.2886 -1.4408
C -4.1338 1.7926 -1.6666
C -4.5368 0.5262 -0.6493
F -4.2747 1.0750 0.7342
F -3.5970 -0.5702 -1.0046
C -6.1146 0.2111 -0.9442
F -6.9218 1.3122 -0.3298
F -6.4745 0.2373 -2.4117
S -6.7647 -1.4074 -0.2799
F -5.5686 -1.5503 0.9360
F -5.8970 -2.3512 -1.4227
F -8.1287 -1.2114 -1.3562
F -7.7147 -0.5132 0.8859
F -7.4956 -2.8419 0.3243
H 6.2173 -0.0022 -0.1065
H 4.1450 0.3179 3.0199
H 3.7352 1.6478 1.7472
H 1.6846 0.5413 3.1038
H 2.0619 -1.1174 2.2905
H 0.0988 0.9535 1.4383
H 1.5797 1.5214 0.4196
H 0.9603 -2.6036 1.0512
H 0.1006 -4.6130 -2.5238
H 0.4969 -4.6698 -0.6585
H -2.4835 -4.1976 -2.0882
H -2.0972 -3.5880 -0.3473
H -2.3963 -6.6532 -1.3352
H -1.2519 -6.2856 0.2301
H -1.8520 -2.1399 -3.5831
H -0.8411 -0.6545 -4.3638
H 0.9616 -3.2175 -3.9696
H -0.5942 -3.5876 -5.0129
H 1.1164 -2.8201 -6.7338
H -0.0799 -1.3166 -6.4352
H 2.6705 -1.9054 -5.2540
H 0.1940 2.1337 -1.3561
H 0.6295 1.5048 -3.1046
H -2.2161 0.6710 -3.0098
H -1.6957 2.3954 -3.5663
H -2.1540 2.0058 -0.3784
H -2.5805 3.4650 -1.6345
H -4.8948 2.6902 -1.4645
H -4.2539 1.4564 -2.7813
C 2.7119 4.4728 1.9762
Cl 4.1161 3.9436 2.9106
Cl 2.1083 3.1716 0.9431
H 1.9200 4.7764 2.6653
H 3.0003 5.3201 1.3494
C 1.9630 4.2583 5.7948
Cl 1.1588 3.2635 4.5748
Cl 1.5318 3.7350 7.4274
H 3.0449 4.1718 5.6677
H 1.6581 5.2993 5.6626
C 5.8111 0.9114 5.9304
Cl 4.2522 1.7189 5.7237
Cl 6.8335 1.1278 4.5046
H 6.3190 1.3357 6.8000
H 5.6408 -0.1564 6.0874
C 3.1256 -4.9235 -3.1094
Cl 2.9112 -4.8716 -4.8633
Cl 2.6088 -6.4807 -2.4512
H 4.1821 -4.7714 -2.8755
H 2.5290 -4.1292 -2.6543
C 0.0475 8.3452 5.8668
Cl -1.2067 8.0674 4.6524
Cl 1.6218 7.7785 5.2964
H 0.1094 9.4160 6.0759
H -0.2154 7.8057 6.7798
```

As for the total charge: +1. The value obtained for the gap between HOMO and LUMO is 7.67 eV. The energy comes out at -7271.013023 hartree. The value obtained for the highest occupied orbital energy is -0.4310 hartree.

Löwdin population analysis, charges in e, atoms 1 to 6: O -0.038; C -0.250; O -0.017; C -0.129; C -0.150; C -0.211

(9)
Molecular formula: C21H17IN5O7P2W
Method: DFT, ωB97M-V/def2-TZVPD

```
54
Properties=species:S:1:pos:R:3
W 0.5550 -0.8072 0.2085
C 0.9814 -1.3071 -4.2434
C 0.7256 -1.5902 -2.8950
N 0.4802 -0.6449 -2.0037
C 0.4356 0.6544 -2.4355
C 0.7396 1.0274 -3.7516
C 1.0192 -0.0093 -4.6665
C 0.7547 2.4039 -4.0790
C 0.4744 3.3262 -3.1124
C 0.1247 2.9400 -1.8001
C 0.0711 1.6103 -1.4642
N -0.2780 1.0365 -0.2373
C -1.0440 1.7148 0.7013
C -1.9469 2.7343 0.4921
C -2.6393 3.3044 1.5819
C -2.4441 2.8724 2.8613
C -1.5492 1.8042 3.1056
C -1.2821 1.2727 4.3859
C -0.4091 0.2331 4.5109
C 0.1909 -0.3161 3.3669
N -0.0407 0.1486 2.1512
C -0.8812 1.2220 2.0178
H 1.1783 -2.1279 -4.9172
H 0.7522 -2.6054 -2.5343
H 1.2575 0.2347 -5.6941
H 1.0048 2.7067 -5.0867
H 0.5130 4.3811 -3.3482
H -0.0828 3.7017 -1.0632
H -2.1277 3.1101 -0.5044
H -3.3346 4.1102 1.3874
H -2.9675 3.3272 3.6914
H -1.7707 1.6995 5.2530
H -0.1706 -0.1915 5.4751
H 0.8673 -1.1510 3.4456
O 4.5589 -0.1291 1.2717
P 3.8900 -0.6587 -0.0623
O 4.7162 -0.5602 -1.2548
O 2.4662 -0.0999 -0.0410
O 3.6678 -2.2891 0.3174
P 2.2503 -2.8456 0.6787
O 2.4832 -4.3118 1.1484
O 1.2696 -2.7335 -0.4867
O 1.5582 -1.9698 1.7172
H 5.5086 0.0111 1.1603
H 3.3991 -4.6209 1.1389
I -4.2612 -4.7675 0.9951
C -3.1552 -3.0815 0.5972
C -3.6231 -1.8388 0.2222
N -2.5541 -1.0457 0.0681
N -1.4112 -1.7051 0.3253
C -1.7655 -2.9475 0.6488
H -4.6244 -1.4788 0.0580
H -2.5141 -0.0715 -0.1954
H -1.0163 -3.6820 0.8938
```

As for the total charge: +1. The value obtained for the gap between HOMO and LUMO (spin up / spin down) is 6.96 / 7.03 eV. The energy comes out at -2658.639192 hartree. The spin multiplicity is 3. The value obtained for the highest occupied orbital energy (spin up / spin down) is -0.3697 / -0.3900 hartree. Its energy relative to the best compared isomer or geometry (same formula, charge and spin) is 0.0000 eV.

Löwdin population analysis, charges in e, atoms 1 to 6: W 1.733; C -0.012; C -0.075; N -0.009; C -0.153; C -0.137